No. 1
Entry from the OMol25 dataset: 8 unconnected molecules or ions with the total composition C22H36F30N8O23S10 at a distorted geometry (ωB97M-V with the def2-TZVPD basis set).

Results
- Orbital gap: 6.9919 eV
- Net charge: -2
- Energy: -10006.04330 Eh
- Maximum force: 4.6 eV Å⁻¹

Geometry (Å):
C1 -1.28047 2.53594 6.88481
C2 -2.31451 3.57086 6.38498
C3 -1.83533 4.44543 5.21097
O1 -1.47695 3.66089 4.07229
C4 -1.38009 4.36486 2.83767
N1 -3.61150 2.86284 5.98344
H1 -3.90398 2.23224 6.72442
H2 -4.36882 3.38723 5.55838
H3 -3.31389 2.16915 5.28824
H4 -0.38789 3.11524 7.12193
H5 -0.97182 1.89305 6.05940
H6 -1.59708 1.97667 7.76372
H7 -2.64752 4.23300 7.18438
H8 -0.92841 5.01766 5.41204
H9 -2.65169 5.07309 4.84388
H10 -1.02400 3.62407 2.12572
H11 -0.60549 5.12701 2.95921
H12 -2.27166 4.88983 2.49043
C5 -2.45848 -2.98387 -6.20035
C6 -1.68446 -1.70740 -6.27134
C7 -1.94975 -0.71853 -5.16234
O2 -1.40499 0.55708 -5.52517
C8 -1.31006 1.36668 -4.33223
N2 -0.19492 -1.97034 -6.61265
H13 0.21681 -2.75970 -6.10445
H14 -0.00721 -2.13255 -7.59550
H15 0.27625 -1.09924 -6.37055
H16 -3.49684 -2.74413 -6.43675
H17 -2.46569 -3.28296 -5.14987
H18 -2.23482 -3.87892 -6.77872
H19 -1.83546 -1.13751 -7.19191
H20 -1.63697 -1.15613 -4.21055
H21 -3.01062 -0.51818 -4.99317
H22 -0.79623 2.29955 -4.57080
H23 -0.71483 0.97409 -3.50736
H24 -2.19802 1.83419 -3.89717
C9 -0.06848 0.76548 3.48306
C10 0.59613 0.26424 2.23338
C11 0.44727 1.33371 1.12113
O3 1.14587 1.07903 -0.04732
C12 0.56414 0.24231 -0.99539
N3 2.01551 -0.25388 2.41552
H25 2.12889 -1.24616 2.68230
H26 2.42580 -0.23072 1.48131
H27 2.65186 0.29012 3.01674
H28 -1.08243 1.16299 3.50034
H29 0.53926 1.61913 3.79892
H30 -0.01766 -0.06279 4.19205
H31 -0.00431 -0.62495 2.02922
H32 0.88334 2.23914 1.55331
H33 -0.60030 1.62402 1.00940
H34 -0.30826 0.61264 -1.53608
H35 0.31558 -0.69511 -0.49241
H36 1.30132 0.05600 -1.77639
C13 -4.93179 -0.30627 -0.12587
F1 -5.74174 -0.89158 0.76402
F2 -4.65161 -1.14549 -1.14283
F3 -5.52597 0.75618 -0.73742
S1 -3.24104 0.25245 0.59751
O4 -2.21129 -0.51711 -0.10397
O5 -3.03553 1.68676 0.48303
N4 -3.35105 -0.38868 2.19968
S2 -4.08560 0.64033 3.04692
O6 -3.25369 1.55032 3.85529
O7 -5.13095 1.36677 2.32178
C14 -5.18890 -0.37208 4.27200
F4 -6.31983 -0.76169 3.73241
F5 -4.47269 -1.41084 4.69188
F6 -5.47677 0.45732 5.25609
C15 1.09678 -4.07358 0.34778
F7 1.19850 -5.32099 -0.03324
F8 0.76463 -3.29424 -0.65475
F9 0.07737 -3.88731 1.27880
S3 2.81415 -3.50181 1.07618
O8 3.67367 -4.66967 1.06333
O9 3.24816 -2.35186 0.31804
N5 2.22770 -2.98650 2.58586
S4 2.58973 -4.17699 3.53704
O10 1.95760 -5.42735 3.12359
O11 3.97333 -4.22340 3.89985
C16 1.88852 -3.63329 5.22866
F10 0.56062 -3.45092 5.04613
F11 2.14064 -4.48593 6.21676
F12 2.46689 -2.47815 5.59218
C17 1.70571 -2.38170 -3.58817
F13 0.41134 -2.18893 -3.77009
F14 2.32292 -1.56621 -4.47828
F15 2.10081 -2.21519 -2.36021
S5 2.01212 -4.20858 -4.08240
O12 3.39600 -4.23421 -4.52849
O13 1.66368 -5.04416 -2.97975
N6 0.94945 -4.31404 -5.40767
S6 1.00229 -5.81458 -5.88238
O14 0.54084 -6.02078 -7.24354
O15 2.22339 -6.50793 -5.62797
C18 -0.38768 -6.68785 -4.89443
F16 0.01487 -6.90343 -3.63172
F17 -1.52231 -6.01850 -5.08159
F18 -0.57332 -7.89282 -5.44550
C19 -1.55447 4.54912 -4.07639
F19 -1.93368 4.49578 -2.81206
F20 -2.36794 3.77589 -4.84456
F21 -1.57739 5.77669 -4.53446
S7 0.26767 3.86203 -4.09340
O16 1.02942 5.08995 -3.98098
O17 0.37862 2.87324 -3.04939
N7 0.43616 3.33722 -5.80216
S8 1.34747 2.14825 -5.64857
O18 2.54690 2.45601 -4.92109
O19 0.63475 0.97684 -5.22413
C20 2.06556 1.93961 -7.41536
F22 2.96344 2.89158 -7.65057
F23 2.68699 0.76314 -7.46569
F24 1.17087 2.03966 -8.45398
C21 3.37153 0.78027 6.26344
F25 2.16036 0.46144 5.75748
F26 3.25316 1.91927 6.92243
F27 3.62743 -0.23545 7.06303
S9 4.72217 0.74144 4.82437
O20 5.81318 1.47551 5.42574
O21 4.97700 -0.64379 4.46287
N8 3.92692 1.56377 3.58578
S10 4.87352 2.70283 3.09683
O22 4.84600 3.75591 4.11637
O23 6.13458 2.19448 2.59456
C22 3.90710 3.38798 1.60372
F28 3.40357 2.43120 0.82856
F29 2.85165 4.00696 2.12775
F30 4.66143 4.23129 0.90113

No. 2
Entry from the OMol25 dataset: 7 unconnected molecules or ions with the total composition C22H36F6N4O7 at a distorted geometry (ωB97M-V with the def2-TZVPD basis set).

Results
- Structure (SMILES): CCOC(=O)C(F)(F)F.CCOC(=O)C(F)(F)F.COCCOCCOC.CC#N.CC#N.CC#N.CC#N
- Orbital gap: 9.8476 eV
- Net charge: 0
- Energy: -2204.62277 Eh
- Maximum force: 4.8 eV Å⁻¹

Geometry (Å):
C1 -6.98380 13.40011 8.88675
C2 -5.58326 12.88859 8.57030
O1 -5.34643 11.51737 8.84861
C3 -5.90675 10.48362 8.12412
O2 -6.68406 10.63529 7.15359
C4 -5.57904 9.02407 8.64426
F1 -6.72088 8.35836 8.76313
F2 -4.80704 8.48560 7.72271
F3 -4.87768 9.14961 9.77463
H1 -7.25639 14.38402 8.50503
H2 -7.18537 13.34616 9.95659
H3 -7.73962 12.71563 8.50163
H4 -4.80855 13.38779 9.15228
H5 -5.42903 13.08689 7.50964
C5 -7.84589 25.34385 -2.06437
C6 -8.11427 24.51778 -3.33182
O3 -9.30295 23.77858 -3.23353
C7 -10.52126 24.31879 -3.56676
O4 -10.73894 25.30913 -4.20803
C8 -11.66102 23.31477 -3.25862
F4 -12.16073 22.90228 -4.39093
F5 -11.23133 22.20120 -2.65941
F6 -12.64848 23.87952 -2.54252
H6 -7.19789 26.21105 -2.19151
H7 -7.20258 24.84732 -1.33793
H8 -8.73433 25.61776 -1.49538
H9 -7.34991 23.74982 -3.45060
H10 -8.19560 25.08753 -4.25748
C9 -12.23947 27.56369 3.23848
O5 -11.99216 28.59358 2.34119
C10 -12.16539 28.28139 0.98406
C11 -11.95360 29.52632 0.12890
O6 -10.57183 29.96263 0.07432
C12 -10.27044 31.29306 -0.34747
C13 -10.14878 31.43870 -1.87757
O7 -11.37887 31.25773 -2.52843
C14 -11.27960 31.17538 -3.92026
H11 -11.46938 26.79787 3.14580
H12 -13.23292 27.16781 3.02764
H13 -12.17023 27.97118 4.24707
H14 -13.15004 27.82656 0.87589
H15 -11.41653 27.56278 0.65101
H16 -12.63910 30.31174 0.44720
H17 -12.26814 29.15205 -0.84531
H18 -9.28229 31.57606 0.01526
H19 -10.86541 32.03055 0.19124
H20 -9.43640 30.70547 -2.25570
H21 -9.76121 32.44718 -2.02200
H22 -11.00320 32.11631 -4.39602
H23 -12.23094 30.83435 -4.32862
H24 -10.54792 30.38093 -4.06722
C15 -17.78471 18.84549 5.84549
C16 -16.33485 18.72861 5.90081
N1 -15.19082 18.62332 5.95497
H25 -18.13513 18.37321 4.92773
H26 -17.79406 19.93532 5.86192
H27 -18.30378 18.54947 6.75710
C17 -1.40979 20.26871 8.05055
C18 -0.20358 20.88650 8.63190
N2 0.77912 21.38477 9.08316
H28 -1.92103 19.59558 8.73875
H29 -1.15827 19.76385 7.11783
H30 -2.00298 21.12955 7.74206
C19 -8.90321 20.01377 2.02860
C20 -7.81812 19.40253 2.78674
N3 -6.90609 18.92874 3.34536
H31 -9.86286 20.00924 2.54546
H32 -9.01519 19.56996 1.03936
H33 -8.58792 21.02671 1.77831
C21 -9.40974 20.90717 10.00715
C22 -8.63707 21.56852 8.95478
N4 -8.13310 22.09970 8.02280
H34 -8.83650 20.13258 10.51657
H35 -10.21968 20.42522 9.45959
H36 -9.65522 21.69905 10.71478

No. 3
Entry from the OMol25 dataset: 3 unconnected molecules or ions with the total composition C22H36F6NO6 at a distorted geometry (ωB97M-V with the def2-TZVPD basis set).

Results
- Orbital gap: 7.6661 eV
- Net charge: +1
- Energy: -1964.76691 Eh
- Maximum force: 8.8 eV Å⁻¹

Geometry (Å):
C1 -2.67688 -0.97521 2.03578
C2 -2.90376 -1.81909 0.64877
O1 -2.45056 -3.10345 0.65040
O2 -3.58546 -1.34914 -0.56713
C3 -3.06083 -0.05995 -1.04352
C4 -1.84722 -0.18579 -2.15750
C5 -1.36210 1.28779 -2.73565
C6 -0.85890 2.33355 -1.57789
C7 0.04488 1.48674 -0.50333
C8 1.05185 2.43226 0.39818
C9 1.80777 1.45272 1.50442
C10 3.26122 1.04037 0.79260
C11 3.56262 -0.57075 0.82721
C12 5.10808 -0.90481 0.39402
C13 5.13738 -2.26982 -0.53176
N1 3.82702 -2.58897 -0.83578
C14 2.82927 -1.57639 -0.23941
H1 -3.35847 -1.47043 2.87180
H2 -3.02070 0.15228 1.89086
H3 -1.53175 -1.03338 2.32245
H4 -3.96292 0.47000 -1.61817
H5 -2.73645 0.68739 -0.20384
H6 -2.33465 -0.74268 -3.09378
H7 -0.96702 -0.83130 -1.72496
H8 -0.47577 1.17147 -3.52379
H9 -2.25266 1.79332 -3.34714
H10 -1.74148 2.95091 -1.10347
H11 -0.14102 3.13973 -2.08160
H12 0.69665 0.72250 -1.14553
H13 -0.59921 0.86352 0.28149
H14 1.83543 3.03276 -0.25665
H15 0.37861 3.20076 0.97737
H16 1.96458 1.97700 2.54644
H17 1.18311 0.46845 1.60824
H18 3.34714 1.45742 -0.31139
H19 4.09796 1.56084 1.46393
H20 3.21827 -0.97757 1.86891
H21 5.80450 -0.00368 0.08381
H22 5.57243 -1.27073 1.42374
H23 6.14893 -2.80174 -0.83378
H24 3.54270 -3.43474 -1.40152
H25 2.61688 -0.90929 -1.20280
H26 1.79250 -2.05767 0.01175
C15 -3.10238 3.42791 6.10412
C16 -2.88100 3.32969 4.60544
O3 -2.00887 4.37522 4.15122
C17 -0.67041 4.17503 4.36217
O4 -0.20320 3.17799 4.90655
C18 0.14593 5.33531 3.79213
F1 -0.36280 6.55431 4.13408
F2 0.19033 5.31113 2.42925
F3 1.44189 5.33460 4.21507
H27 -3.46957 4.42291 6.37332
H28 -3.82590 2.67914 6.43880
H29 -2.16866 3.27488 6.65394
H30 -3.83600 3.46386 4.08672
H31 -2.49238 2.34620 4.31595
C19 -0.92492 -3.69589 -2.33812
C20 -1.44384 -3.58765 -3.76069
O5 -0.36907 -3.70975 -4.70410
C21 0.06458 -4.98370 -4.95910
O6 -0.40715 -5.98758 -4.43144
C22 1.17430 -4.97640 -6.01081
F4 2.12750 -4.03209 -5.76309
F5 0.69557 -4.71396 -7.26059
F6 1.83454 -6.16586 -6.09831
H32 -0.13130 -2.96335 -2.16244
H33 -1.73053 -3.52721 -1.61793
H34 -0.49320 -4.68320 -2.14737
H35 -1.88915 -2.59870 -3.91159
H36 -2.22629 -4.32802 -3.96496

E_HOMO across the listed records, respectively: -5.295; -9.506; -12.504 eV.